[1]
C33H35N4O7Tl | ωB97M-V/def2-TZVPD

Results
Energy relative to the best compared isomer or geometry (same formula, charge and spin)   0.00 kJ/mol
HOMO level   -9.17 eV
Charge   0
LUMO   -0.8 eV
HOMO-LUMO gap   8.37 eV
E_tot   -59774.76442 eV

CARTESIAN COORDINATES (ANGSTROEM)
Tl 1.768 0.039 1.037
O 4.740 2.488 -0.970
C 3.782 1.974 -0.438
N 3.733 0.794 0.252
C 4.873 0.065 0.478
O 6.019 0.391 0.267
C 4.623 -1.319 1.069
C 5.707 -2.140 1.336
C 5.471 -3.391 1.878
C 4.167 -3.784 2.139
C 3.139 -2.908 1.845
N 3.373 -1.708 1.316
C 2.436 2.685 -0.571
C 2.393 3.870 -1.289
C 1.177 4.510 -1.448
C 0.038 3.942 -0.895
C 0.162 2.759 -0.190
N 1.339 2.156 -0.024
H 6.699 -1.774 1.115
H 6.298 -4.055 2.099
H 3.944 -4.753 2.565
H 2.099 -3.154 2.021
H 3.315 4.248 -1.704
H 1.117 5.437 -2.003
H -0.937 4.393 -1.005
H -0.707 2.282 0.245
C -3.402 0.454 -3.804
C -2.291 0.311 -2.763
C -0.973 0.893 -3.277
C -2.676 0.928 -1.437
C -3.081 2.260 -1.347
C -3.414 2.828 -0.128
C -3.361 2.086 1.053
C -3.736 2.706 2.372
C -2.965 0.758 0.964
C -2.618 0.194 -0.259
H -3.127 -0.057 -4.728
H -3.584 1.503 -4.047
H -4.337 0.027 -3.440
H -2.138 -0.757 -2.584
H -1.065 1.970 -3.449
H -0.695 0.429 -4.226
H -0.168 0.728 -2.560
H -3.137 2.865 -2.246
H -3.729 3.866 -0.090
H -3.169 3.620 2.557
H -3.548 2.018 3.195
H -4.796 2.970 2.391
H -2.915 0.153 1.863
H -2.317 -0.847 -0.291
O 0.905 -0.780 -0.811
C 0.285 -1.832 -0.411
O 0.206 -2.154 0.779
C -0.364 -2.655 -1.482
C -1.354 -3.564 -1.128
C -2.009 -4.291 -2.108
C -1.636 -4.099 -3.426
C -0.638 -3.218 -3.802
C -0.002 -2.485 -2.814
N -2.335 -4.868 -4.477
O -2.005 -4.672 -5.629
O -3.201 -5.642 -4.126
H -1.606 -3.685 -0.083
H -2.793 -4.994 -1.870
H -0.381 -3.113 -4.845
H 0.767 -1.768 -3.065
C -0.461 -0.638 3.778
C 0.496 0.550 3.805
C -0.186 1.789 3.240
C 0.975 0.815 5.230
O 1.674 0.250 3.070
H -1.349 -0.444 4.385
H -0.773 -0.857 2.755
H 0.042 -1.523 4.170
H -0.610 1.566 2.257
H 0.536 2.602 3.144
H -1.003 2.128 3.881
H 0.130 1.027 5.889
H 1.658 1.665 5.244
H 1.506 -0.059 5.608

Force components x, y, z for each atom (eV/Å):
Tl 0.02 -0.02 -0.01
O -0.03 0.00 0.02
C 0.02 0.01 -0.01
N -0.02 0.01 -0.01
C 0.04 -0.01 -0.04
O -0.03 -0.02 0.01
C 0.00 0.01 0.01
C 0.00 -0.01 0.01
C 0.00 0.02 -0.01
C 0.00 -0.01 0.00
C -0.02 0.00 0.00
N 0.02 0.01 -0.01
C 0.01 -0.02 0.02
C -0.01 -0.01 0.00
C -0.06 -0.04 0.03
C 0.05 0.03 -0.03
C -0.01 0.04 -0.01
N 0.05 -0.04 -0.04
H 0.00 0.00 0.00
H 0.00 0.00 0.00
H 0.00 0.01 0.00
H 0.01 0.01 0.00
H 0.00 0.00 0.00
H -0.01 0.00 0.00
H 0.00 0.01 -0.01
H 0.00 -0.02 0.00
C 0.01 -0.02 0.02
C -0.05 -0.02 0.00
C -0.01 0.02 -0.02
C 0.02 0.10 0.02
C 0.01 -0.03 -0.03
C -0.01 -0.02 0.04
C 0.00 0.04 -0.04
C -0.03 0.00 0.00
C 0.06 0.01 -0.02
C -0.06 -0.07 0.04
H 0.00 0.00 0.00
H 0.00 0.00 -0.01
H 0.00 0.00 -0.01
H 0.00 0.00 -0.01
H -0.01 -0.01 0.01
H 0.01 0.00 0.01
H 0.02 0.01 0.00
H 0.00 0.00 0.01
H 0.00 -0.01 0.01
H 0.01 -0.01 0.00
H 0.00 0.00 0.00
H 0.01 0.00 0.00
H -0.01 0.01 0.00
H 0.00 0.00 -0.02
O 0.02 0.01 0.02
C 0.04 0.01 -0.01
O -0.02 0.02 0.00
C 0.00 0.01 0.02
C -0.02 -0.02 0.00
C 0.00 -0.02 0.00
C 0.03 0.02 0.03
C -0.01 -0.01 -0.02
C -0.01 0.01 0.01
N -0.04 0.02 -0.03
O 0.02 0.00 0.00
O 0.01 -0.02 0.01
H 0.00 0.00 0.00
H 0.00 0.00 0.00
H 0.00 0.00 0.00
H 0.00 -0.01 -0.01
C 0.07 0.00 0.03
C -0.01 -0.06 -0.04
C 0.00 0.07 0.00
C 0.00 0.00 -0.01
O -0.05 0.02 0.10
H -0.01 0.00 -0.01
H -0.01 0.00 -0.01
H -0.03 0.00 0.00
H 0.01 0.02 0.01
H 0.00 0.00 -0.02
H -0.01 -0.03 0.00
H 0.01 0.00 0.01
H -0.01 0.00 0.00
H 0.00 0.00 0.01



[2]
C33H35N6SZr | ωB97M-V/def2-TZVPD

Results
Energy relative to the best compared isomer or geometry (same formula, charge and spin)   0.00 kJ/mol
HOMO level   -16.36 eV
Charge   +3
LUMO   -10.4 eV
HOMO-LUMO gap   5.92 eV
E_tot   -55820.09034 eV

CARTESIAN COORDINATES (ANGSTROEM)
Zr 0.072 -0.474 -0.621
S 2.116 -0.675 0.641
C 2.679 1.003 0.655
N 3.998 1.157 1.013
N 4.591 2.228 1.255
C 4.210 3.571 1.489
C 3.011 3.926 2.110
C 2.803 5.253 2.416
C 3.759 6.215 2.084
C 4.953 5.849 1.477
C 5.196 4.516 1.204
N 1.940 1.942 0.155
N 0.852 1.458 -0.416
C -0.222 2.294 -0.757
C -1.096 1.775 -1.722
C -2.292 2.435 -2.012
C -2.574 3.625 -1.376
C -1.677 4.160 -0.446
C -0.518 3.493 -0.110
H 5.598 2.072 1.342
H 2.289 3.178 2.398
H 1.902 5.550 2.935
H 3.579 7.254 2.325
H 5.699 6.593 1.240
H 6.138 4.211 0.762
H -0.796 0.964 -2.404
H -2.956 2.048 -2.773
H -3.478 4.166 -1.620
H -1.900 5.110 0.022
H 0.174 3.882 0.626
C -4.245 -1.012 -1.566
C -3.989 -0.117 -0.382
C -4.890 0.904 -0.104
C -4.681 1.780 0.949
C -3.544 1.666 1.735
C -2.616 0.662 1.503
C -1.436 0.510 2.428
C -2.872 -0.238 0.457
N -1.882 -1.250 0.199
C -2.127 -2.513 0.231
C -3.396 -3.123 0.689
C -0.999 -3.393 -0.256
C -1.262 -4.832 -0.496
N 0.103 -2.773 -0.498
C 1.281 -3.419 -1.005
C 1.933 -4.453 -0.335
C 1.503 -4.984 1.004
C 3.086 -4.965 -0.937
C 3.567 -4.466 -2.132
C 2.928 -3.398 -2.752
C 1.794 -2.852 -2.181
C 1.134 -1.654 -2.826
H -4.707 -0.443 -2.371
H -4.943 -1.812 -1.315
H -3.338 -1.472 -1.965
H -5.768 1.010 -0.729
H -5.403 2.558 1.154
H -3.384 2.354 2.556
H -1.245 1.447 2.947
H -0.496 0.217 1.939
H -1.626 -0.254 3.186
H -4.028 -2.393 1.188
H -3.186 -3.957 1.362
H -3.945 -3.538 -0.161
H -2.214 -4.952 -1.016
H -1.354 -5.366 0.454
H -0.468 -5.290 -1.080
H 0.882 -4.279 1.558
H 2.379 -5.199 1.614
H 0.957 -5.924 0.903
H 3.614 -5.769 -0.441
H 4.455 -4.894 -2.577
H 3.321 -2.996 -3.677
H 1.568 -1.474 -3.810
H 1.438 -0.692 -2.338
H 0.049 -1.741 -2.992

Force components x, y, z for each atom (eV/Å):
Zr -0.77 -0.05 0.08
S 0.22 -0.13 0.13
C -0.22 0.07 -0.07
N 0.12 -0.09 0.03
N -0.06 -0.11 0.00
C -0.04 0.12 0.03
C -0.01 -0.09 -0.03
C 0.02 0.06 -0.01
C -0.04 -0.03 0.02
C 0.01 0.00 -0.01
C 0.05 -0.02 -0.03
N 0.02 0.13 0.13
N 0.20 -0.32 -0.14
C 0.08 0.09 -0.04
C 0.01 -0.17 0.01
C -0.02 -0.05 -0.02
C -0.03 0.02 0.00
C 0.02 0.01 0.02
C -0.02 -0.09 0.05
H 0.01 0.04 0.01
H -0.01 -0.02 -0.01
H 0.00 0.00 0.00
H 0.00 0.00 0.00
H 0.00 0.00 0.00
H 0.00 0.01 0.00
H 0.15 0.12 -0.13
H 0.00 0.00 0.00
H 0.00 -0.01 0.00
H 0.00 0.00 0.00
H 0.00 0.03 0.00
C -0.01 0.02 0.03
C 0.00 -0.06 -0.02
C -0.01 0.01 0.02
C 0.02 -0.02 0.00
C -0.04 0.02 -0.01
C 0.06 -0.06 0.00
C -0.08 -0.02 -0.02
C -0.08 0.08 0.03
N 0.23 0.08 -0.02
C -0.10 0.11 0.05
C 0.01 -0.01 0.03
C 0.09 -0.05 0.02
C 0.01 -0.02 0.01
N 0.11 0.22 -0.01
C 0.05 0.04 -0.05
C -0.02 0.05 0.04
C -0.01 -0.03 -0.03
C 0.01 0.00 -0.02
C 0.00 -0.01 0.02
C 0.02 0.00 -0.01
C -0.10 0.01 -0.01
C 0.17 -0.03 -0.05
H 0.01 0.00 -0.01
H 0.01 -0.01 -0.01
H -0.01 -0.01 -0.01
H 0.00 0.01 0.00
H 0.00 0.00 0.00
H 0.00 0.00 0.00
H 0.03 -0.01 0.00
H 0.00 0.02 -0.05
H 0.02 -0.01 -0.01
H 0.00 0.00 0.00
H 0.01 0.00 0.00
H 0.01 -0.01 0.01
H 0.00 0.01 0.01
H 0.01 0.00 0.01
H 0.01 0.00 0.01
H -0.02 0.00 0.01
H 0.00 0.02 0.00
H -0.01 0.00 0.01
H 0.00 0.00 0.00
H 0.00 0.00 0.00
H -0.01 0.00 0.00
H -0.14 0.01 -0.06
H 0.08 0.12 0.03
H -0.02 -0.01 0.06



[3]
C33H35N7O7S2Ta | ωB97M-V/def2-TZVPD

Results
Energy relative to the best compared isomer or geometry (same formula, charge and spin)   179.13 kJ/mol
HOMO level   -15.85 eV
Charge   +3
LUMO   -9.1 eV
HOMO-LUMO gap   6.78 eV
E_tot   -82753.69946 eV

CARTESIAN COORDINATES (ANGSTROEM)
Ta -0.025 0.413 0.055
C -2.761 -2.051 -7.386
C -2.069 -1.427 -6.213
C -2.438 -1.746 -4.899
C -1.784 -1.189 -3.822
C -0.742 -0.292 -4.070
C -0.365 0.070 -5.363
C -1.038 -0.503 -6.421
S 0.169 0.314 -2.753
O 0.540 -0.820 -1.828
O 1.228 1.170 -3.151
N -0.827 1.022 -1.634
C -1.977 1.807 -1.880
C -2.258 2.524 -3.004
C -3.462 3.262 -3.063
C -4.341 3.256 -2.019
C -4.054 2.508 -0.848
C -4.900 2.433 0.275
C -4.520 1.680 1.354
C -3.290 1.015 1.328
N -2.459 1.059 0.302
C -2.850 1.791 -0.787
H -3.467 -2.822 -7.083
H -2.034 -2.493 -8.069
H -3.303 -1.291 -7.953
H -3.250 -2.444 -4.733
H -2.075 -1.427 -2.804
H 0.444 0.774 -5.521
H -0.760 -0.241 -7.435
H -1.559 2.552 -3.832
H -3.678 3.843 -3.950
H -5.261 3.827 -2.066
H -5.844 2.967 0.277
H -5.151 1.592 2.228
H -2.986 0.422 2.181
C -2.590 -4.286 -0.923
O -2.222 -2.985 -0.389
C -0.980 -2.657 -0.194
O -0.781 -1.535 0.365
N -0.012 -3.491 -0.522
N 1.333 -3.131 -0.375
H -3.670 -4.268 -0.996
H -2.286 -5.075 -0.235
H -2.159 -4.431 -1.914
H -0.237 -4.357 -0.988
H 1.663 -2.711 -1.244
H 1.884 -3.957 -0.175
N -0.568 -0.130 2.677
N -0.696 0.944 3.553
C -0.506 2.198 3.140
N -0.590 3.176 4.023
S -0.137 2.583 1.528
H -1.418 -0.683 2.715
H 0.211 -0.716 2.974
H -0.788 0.750 4.541
H -0.783 3.024 5.002
H -0.426 4.126 3.727
O 1.727 -0.807 1.022
C 3.094 -0.294 0.745
C 2.919 0.867 -0.238
O 3.763 1.416 -0.837
O 1.583 1.235 -0.285
C 3.956 -1.437 0.226
C 4.781 -1.344 -0.889
C 5.624 -2.402 -1.217
C 5.649 -3.551 -0.445
C 4.817 -3.654 0.666
C 3.980 -2.602 1.001
C 3.688 0.314 2.017
C 2.857 0.882 2.977
C 3.388 1.410 4.145
C 4.759 1.384 4.356
C 5.593 0.839 3.391
C 5.063 0.303 2.225
H 1.709 -1.745 0.690
H 4.799 -0.447 -1.491
H 6.281 -2.312 -2.074
H 6.331 -4.357 -0.688
H 4.845 -4.540 1.289
H 3.382 -2.668 1.906
H 1.792 0.918 2.803
H 2.737 1.845 4.896
H 5.176 1.793 5.268
H 6.665 0.822 3.543
H 5.726 -0.119 1.479

Force components x, y, z for each atom (eV/Å):
Ta -1.55 -1.77 2.98
C -0.01 0.03 -0.01
C 0.02 0.02 -0.04
C -0.05 -0.04 0.00
C 0.05 0.07 -0.04
C -0.05 -0.13 0.08
C 0.06 0.08 0.03
C -0.08 -0.04 -0.10
S 0.12 0.07 -0.25
O 0.24 0.60 0.43
O -0.16 -0.11 -0.31
N 0.13 -0.02 -0.80
C 0.23 0.05 -0.05
C 0.12 0.08 -0.14
C -0.02 -0.01 -0.03
C -0.07 0.02 0.03
C -0.08 0.05 0.01
C -0.07 0.07 -0.01
C -0.02 -0.04 0.09
C 0.09 -0.13 -0.05
N 0.52 -0.09 -0.18
C -0.08 -0.14 0.29
H 0.01 0.03 0.01
H 0.00 0.00 0.03
H 0.00 -0.01 0.03
H 0.02 0.03 -0.02
H -0.01 -0.02 -0.04
H -0.04 -0.07 0.00
H 0.01 -0.02 0.04
H -0.07 0.03 0.02
H 0.01 -0.02 0.01
H 0.04 -0.03 -0.01
H 0.03 -0.02 0.00
H 0.01 -0.01 -0.02
H -0.09 0.06 0.00
C 0.03 -0.10 -0.01
O -0.10 0.04 -0.06
C -0.27 0.04 0.15
O 0.20 0.44 -0.06
N 0.15 -0.08 -0.16
N -0.05 0.18 -0.07
H -0.05 0.04 0.01
H 0.03 0.04 0.03
H 0.00 0.06 0.01
H -0.03 -0.07 -0.09
H 0.05 -0.11 -0.04
H 0.05 -0.05 0.14
N 0.13 0.05 -0.67
N -0.09 -0.06 0.39
C -0.10 0.22 -0.27
N 0.02 0.06 0.06
S 0.30 0.06 -0.47
H 0.00 -0.14 -0.12
H 0.12 -0.01 -0.12
H 0.00 -0.10 0.06
H 0.00 -0.02 0.01
H -0.01 0.01 0.01
O -0.05 0.55 -0.56
C 0.15 0.07 0.17
C 0.00 -0.61 0.31
O 0.04 0.40 -0.20
O 0.69 0.83 -0.53
C -0.08 -0.10 0.00
C -0.14 0.00 -0.04
C 0.03 -0.02 -0.02
C 0.00 0.00 0.01
C -0.06 -0.01 -0.01
C 0.15 0.05 0.08
C -0.20 -0.23 0.18
C 0.09 -0.02 -0.02
C -0.04 0.02 -0.01
C 0.03 0.02 0.00
C 0.01 0.01 -0.04
C 0.03 0.03 -0.07
H -0.25 -0.05 -0.03
H 0.04 -0.03 0.01
H -0.04 0.01 0.03
H -0.04 0.02 -0.01
H 0.02 0.04 -0.02
H 0.06 0.02 -0.01
H -0.02 0.00 0.05
H 0.02 -0.01 -0.04
H -0.01 -0.02 -0.04
H -0.04 0.01 0.01
H -0.03 0.00 0.07



[4]
C33H36BBeF4N6O | ωB97M-V/def2-TZVPD

Results
HOMO level   -10.83 eV
Charge   +1
LUMO   -9.6 eV
HOMO-LUMO gap   1.19 eV
E_tot   -57725.50756 eV

CARTESIAN COORDINATES (ANGSTROEM)
Be -1.566 -0.053 2.843
B 0.201 -0.171 -1.707
F 1.216 -1.066 -1.648
F -0.949 -0.795 -1.380
F 0.475 0.664 -0.696
F 0.126 0.518 -2.860
N -1.327 -5.985 2.618
C -1.550 -6.681 1.400
C -1.667 -8.107 1.387
C -1.360 -8.803 2.595
C -1.126 -8.089 3.722
C -1.124 -6.718 3.730
H -1.857 -6.250 0.459
H -1.966 -8.733 0.559
H -1.352 -9.882 2.645
H -1.080 -8.571 4.688
H -0.772 -6.186 4.601
N -6.705 -1.669 1.517
C -7.343 -1.276 0.315
C -8.746 -1.244 0.170
C -9.570 -1.649 1.250
C -8.933 -2.132 2.409
C -7.560 -2.176 2.476
H -6.662 -1.194 -0.519
H -9.246 -0.992 -0.754
H -10.646 -1.570 1.285
H -9.449 -2.495 3.286
H -7.085 -2.547 3.373
N 3.717 -1.025 4.521
C 4.330 -0.430 5.564
C 5.645 -0.629 5.985
C 6.364 -1.625 5.378
C 5.706 -2.389 4.299
C 4.383 -2.089 3.944
H 3.930 0.435 6.072
H 6.063 0.074 6.690
H 7.370 -1.851 5.701
H 6.244 -3.231 3.889
H 3.897 -2.530 3.086
N 7.752 5.052 -3.673
C 6.584 4.929 -2.937
C 5.687 3.871 -3.108
C 5.877 3.026 -4.107
C 6.933 3.192 -5.005
C 7.905 4.214 -4.707
H 6.325 5.649 -2.175
H 4.857 3.719 -2.433
H 5.146 2.232 -4.083
H 6.948 2.453 -5.793
H 8.739 4.454 -5.351
N 4.043 -4.448 -7.785
C 3.034 -4.098 -6.986
C 1.735 -4.329 -7.246
C 1.424 -5.075 -8.396
C 2.445 -5.594 -9.165
C 3.738 -5.318 -8.768
H 3.222 -3.470 -6.128
H 0.915 -3.965 -6.646
H 0.418 -5.328 -8.696
H 2.238 -6.286 -9.967
H 4.531 -5.793 -9.325
N -4.148 4.470 0.425
C -5.361 4.712 0.788
C -6.207 5.686 0.265
C -5.724 6.581 -0.716
C -4.382 6.297 -1.102
C -3.672 5.230 -0.559
H -5.832 4.147 1.578
H -7.251 5.821 0.509
H -6.290 7.321 -1.261
H -3.954 6.907 -1.884
H -2.643 5.139 -0.874
C 1.816 6.926 4.180
C 0.494 6.192 4.207
O 0.406 4.977 4.230
C -0.773 6.962 4.270
H 1.865 7.293 5.205
H 1.776 7.703 3.417
H 2.655 6.247 4.030
H -1.641 6.409 4.628
H -0.933 7.275 3.238
H -0.724 7.759 5.012

Force components x, y, z for each atom (eV/Å):
Be 0.20 0.02 -0.47
B 0.15 -0.35 -0.44
F 1.94 -1.98 -0.72
F -2.64 -1.34 0.24
F 0.54 3.03 3.20
F -0.13 0.64 -1.87
N -0.06 -1.62 -2.36
C -0.83 -1.70 2.77
C 1.24 0.51 2.04
C -0.68 0.43 -1.73
C -0.40 -0.60 1.47
C 0.41 1.49 -2.07
H 0.32 1.13 0.34
H 0.08 0.54 -0.47
H -0.16 -0.08 -0.17
H 0.50 -0.27 0.01
H -0.42 0.23 0.20
N -3.00 -0.49 -1.29
C 0.19 -1.52 2.62
C -0.19 -0.56 1.11
C 1.62 0.14 0.75
C -0.51 0.10 -0.84
C 1.98 1.54 -1.46
H -0.05 0.61 -0.05
H 0.35 0.20 -0.19
H -0.05 -0.02 -0.54
H -0.42 0.04 -0.14
H 0.16 -0.01 0.07
N 1.13 -0.98 1.18
C 0.04 0.44 -1.12
C -0.03 -0.62 -0.61
C -1.35 -1.44 -1.92
C 0.49 1.10 2.28
C 0.82 2.10 0.71
H -1.15 0.02 -0.39
H 0.06 -0.24 0.25
H 0.12 -0.10 -0.27
H -0.11 0.03 -0.28
H -0.09 -0.31 0.14
N -2.05 -0.15 0.55
C 1.42 -0.45 -0.86
C 0.19 2.31 2.09
C 0.19 -1.78 -1.63
C 0.17 0.13 0.87
C -1.70 -0.16 0.26
H 0.65 0.36 0.03
H -0.05 0.27 0.10
H 0.23 -0.47 -1.01
H 0.69 0.34 -0.37
H 0.20 -0.43 -0.04
N -0.27 -1.49 0.07
C 1.59 1.36 0.32
C -2.52 -1.36 -1.60
C -0.03 -0.05 0.09
C -0.45 -0.21 0.57
C 0.52 0.96 -0.01
H 0.62 0.11 0.08
H 0.23 0.14 0.28
H -0.25 0.25 0.26
H 0.09 0.09 -0.14
H 0.46 0.23 0.11
N 1.59 -0.37 -0.59
C -2.62 0.37 1.02
C -0.08 2.14 -1.79
C 1.91 -2.38 0.42
C -1.46 0.52 -0.29
C 0.05 1.22 0.01
H 0.37 -0.60 0.18
H 0.00 -0.49 0.62
H -0.18 0.10 0.37
H 0.32 -0.05 0.00
H 0.12 -0.53 0.07
C -0.55 -0.62 0.08
C -0.16 -1.89 0.39
O 0.64 0.32 -0.15
C -0.60 0.64 0.45
H 0.32 0.64 -0.11
H 0.19 0.23 0.35
H -0.22 0.01 -0.15
H 0.32 -0.64 -0.44
H -0.32 0.62 0.15
H 0.36 0.62 -0.58